The following is a quantum chemistry calculation of the ion C5H6N with charge +1 at a distorted geometry, from the OMol25 dataset.

Properties
Multiplicity: 1
Net charge: +1
Max |F| in eV/A: 6.4
HOMO-LUMO gap (spin up / spin down) in Eh: 0.2684 / 0.2684
Relative energy (zero: lowest compared OMol25 entry of this formula, charge and spin) in kJ/mol: 624.5

```
12
Properties=species:S:1:pos:R:3:forces:R:3:mulliken_charge:R:1
C -3.557941 -0.056775 -0.097520 4.0085 -2.3678 -0.8993 0.00
N -0.087561 -0.286247 -0.231533 -0.9918 0.8834 1.3422 -0.07
C -4.518781 0.646781 0.306229 -2.4514 1.6546 0.8631 -0.31
H -2.582721 -1.772295 -0.394374 1.6038 -0.2710 -0.0501 0.35
H -1.470689 1.233603 0.053538 0.0722 -0.5483 0.3908 0.39
H 0.045799 -1.289641 -0.299887 -0.0453 -0.0953 -0.3285 0.30
C -1.300507 0.152260 -0.036623 3.1770 0.0460 -1.5376 0.32
H 1.256944 0.179726 1.305491 0.0703 0.2844 -2.1476 0.33
H 1.899860 0.216758 -0.437091 1.1829 -0.7495 -0.6020 0.31
C 1.081493 0.443819 0.177773 0.4547 1.7395 2.9112 -0.78
C -2.359662 -0.722845 -0.214730 -6.3050 0.7267 0.2490 -0.19
H 1.033670 1.574174 0.161119 -0.7761 -1.3026 -0.1913 0.33
```
Positions in Å, forces in eV/Å.



The following is a quantum chemistry calculation of the molecule C2H4Cl3O3P at a distorted geometry, from the OMol25 dataset.

Properties
SMILES: O=[P@@H](O)OCC(Cl)(Cl)Cl
Multiplicity: 1
Max |F| in eV/A: 4.7
HOMO-LUMO gap in Eh: 0.3896
Relative energy (zero: lowest compared OMol25 entry of this formula, charge and spin) in kJ/mol: 94.7

```
13
Properties=species:S:1:pos:R:3:forces:R:3:mulliken_charge:R:1
H 0.832123 2.176956 -2.001209 -0.3206 -0.5104 -1.2303 0.05
H 2.652707 0.875829 -0.069444 -0.4331 -0.6873 -1.0059 0.41
P 0.959460 1.320666 -0.948211 1.7904 1.1676 4.1429 0.62
H 0.298717 -0.469990 0.947585 1.2003 0.4127 0.4024 0.38
O 2.245805 0.371418 -0.843175 0.0671 -1.4745 -1.5805 -0.47
C -0.321936 -0.642638 0.105975 -0.1436 -0.1130 -0.3393 -0.85
C -1.618516 -1.118287 0.783553 0.5476 1.2778 -0.1302 0.68
O 1.420518 2.129096 0.210044 -1.6296 1.8975 0.5999 -0.70
O -0.425734 0.569213 -0.741808 0.1566 -1.5318 0.0421 -0.11
Cl -2.243769 0.343215 1.671443 -0.0925 -1.1354 -0.3487 -0.12
H 0.027027 -1.438014 -0.548291 0.1947 -0.0595 0.2580 0.36
Cl -1.194899 -2.458724 1.953236 -0.3618 1.0359 -0.9612 -0.13
Cl -2.631503 -1.658740 -0.519696 -0.9754 -0.2797 0.1508 -0.11
```
Positions in Å, forces in eV/Å.